# 1
{
  "formula": "C19H23N6SSbZn",
  "method": "ωB97M-V/def2-TZVPD",
  "total_charge": 2,
  "orbital_gap_ha": 0.3417,
  "homo_ev": -14.847,
  "energy_ha": -3483.67815,
  "symbols": ["Zn", "C", "C", "C", "C", "C", "C", "N", "Sb", "C", "C", "C", "C", "C", "C", "N", "C", "C", "C", "C", "C", "C", "N", "H", "H", "H", "H", "H", "H", "H", "H", "H", "H", "H", "H", "H", "H", "H", "H", "H", "H", "N", "N", "C", "N", "S", "H", "H", "H", "H", "H"],
  "xyz": [[-0.12141, 0.20574, -0.20221], [-3.02626, 1.31092, 1.04713], [-3.00927, -0.17220, 0.81076], [-4.16785, -0.92993, 0.91065], [-4.11437, -2.30092, 0.74201], [-2.87972, -2.89985, 0.50801], [-1.75509, -2.09808, 0.40795], [-1.82949, -0.75092, 0.53392], [0.13846, -3.12476, 0.24623], [0.91490, -2.15373, -1.52121], [1.34208, -2.99309, -2.53673], [1.96657, -2.43970, -3.64980], [2.17998, -1.07476, -3.68147], [1.74311, -0.27761, -2.63283], [2.02568, 1.19692, -2.61886], [1.09157, -0.81066, -1.58461], [1.13998, -1.74898, 1.58690], [1.86661, -2.36948, 2.59019], [2.55424, -1.59872, 3.51717], [2.48519, -0.22618, 3.40579], [1.74551, 0.35427, 2.38576], [1.68054, 1.85429, 2.28478], [1.07889, -0.39214, 1.47989], [-3.91858, 1.60189, 1.59632], [-2.15296, 1.61624, 1.63188], [-3.02436, 1.85246, 0.09666], [-5.10714, -0.43367, 1.12931], [-5.01309, -2.90335, 0.82465], [-2.79118, -3.97519, 0.41685], [1.19926, -4.06325, -2.45382], [2.31128, -3.07241, -4.46092], [2.69715, -0.61358, -4.51589], [2.82488, 1.44017, -3.31459], [1.13780, 1.76236, -2.91522], [2.33715, 1.51699, -1.62101], [1.89205, -3.45086, 2.64379], [3.12913, -2.06288, 4.30901], [3.00480, 0.41108, 4.11061], [2.25640, 2.31667, 3.08337], [2.10913, 2.20035, 1.33793], [0.64787, 2.20642, 2.38684], [-0.18714, 2.44977, -0.02055], [-0.84417, 3.16867, -1.01615], [-1.49208, 2.55644, -2.03373], [-2.07987, 3.36198, -2.91541], [-1.56259, 0.88436, -2.17062], [-0.57279, 2.72729, 0.86856], [0.78675, 2.71089, -0.02862], [-0.77531, 4.16859, -0.98677], [-2.07698, 4.36662, -2.83389], [-2.57834, 2.94920, -3.68308]],
  "lowdin_charge": [0.552, -0.021, -0.313, 0.011, -0.008, -0.099, -0.426, -0.027, 1.589, -0.426, -0.100, -0.008, 0.010, -0.315, -0.021, -0.024, -0.412, -0.106, -0.009, 0.003, -0.289, -0.015, 0.018, 0.098, 0.070, 0.059, 0.132, 0.130, 0.100, 0.099, 0.130, 0.132, 0.095, 0.061, 0.076, 0.095, 0.131, 0.130, 0.097, 0.078, 0.077, 0.018, -0.043, -0.831, 0.142, 0.782, 0.082, 0.082, 0.165, 0.131, 0.117]
}

***

# 2
{
  "formula": "C2H4N2S3",
  "method": "ωB97M-V/def2-TZVPD",
  "total_charge": 0,
  "smiles": "S[C@H]1SC=NN1S",
  "orbital_gap_ha": 0.3311,
  "homo_ev": -8.476,
  "energy_ha": -1382.59572,
  "symbols": ["S", "C", "S", "C", "N", "N", "S", "H", "H", "H", "H"],
  "xyz": [[0.00282, -2.44884, -0.28763], [0.14956, -0.72508, 0.42006], [1.87469, -0.12964, 0.45018], [1.30193, 1.28103, -0.46783], [0.05467, 1.31793, -0.68001], [-0.65181, 0.21741, -0.18382], [-2.28646, 0.34647, 0.17812], [-0.15425, -2.01507, -1.62295], [-0.14033, -0.96742, 1.38056], [1.91150, 2.10273, -0.68702], [-2.06234, 1.02048, 1.50035]],
  "lowdin_charge": [0.639, -1.027, 0.885, -0.452, -0.035, -0.702, 0.769, -0.091, 0.004, 0.057, -0.047]
}

***

# 3
{
  "formula": "C34H34F6N7O7S4Se2Tl",
  "method": "ωB97M-V/def2-TZVPD",
  "total_charge": 0,
  "orbital_gap_ha": 0.2262,
  "homo_ev": -7.696,
  "energy_ha": -9393.36900,
  "symbols": ["Tl", "F", "C", "F", "F", "S", "O", "O", "N", "S", "O", "O", "C", "F", "F", "F", "S", "C", "C", "C", "C", "C", "C", "N", "C", "C", "C", "C", "C", "C", "C", "C", "N", "C", "C", "C", "C", "C", "S", "C", "H", "H", "H", "H", "H", "H", "H", "H", "H", "H", "H", "H", "O", "C", "C", "C", "O", "C", "Se", "C", "Se", "H", "H", "H", "H", "H", "H", "H", "H", "H", "H", "N", "C", "C", "C", "C", "C", "N", "H", "H", "H", "H", "H", "H", "C", "N", "C", "N", "O", "H", "H", "H", "H", "H", "H"],
  "xyz": [[0.14045, -0.51831, 0.04488], [0.30556, -1.86792, -5.37080], [-0.63920, -2.65779, -4.86077], [-0.74765, -3.74265, -5.60992], [-1.80277, -1.98701, -4.89435], [-0.22642, -3.03905, -3.09218], [-0.08744, -1.70100, -2.51858], [0.95640, -3.83516, -3.10598], [-1.56280, -3.74889, -2.69727], [-1.89553, -3.84588, -1.15254], [-1.34135, -4.97397, -0.47758], [-1.82315, -2.56481, -0.49434], [-3.71217, -4.19020, -1.31199], [-3.94315, -5.27008, -2.04795], [-4.26036, -4.35694, -0.11358], [-4.30784, -3.13564, -1.89996], [0.28470, 3.42659, -6.22874], [-0.49094, 2.51730, -7.45576], [-1.12361, 1.42443, -6.95280], [-0.97743, 1.30858, -5.54919], [-0.23488, 2.31750, -5.00322], [0.09616, 2.51089, -3.59693], [0.23062, 1.39345, -2.74866], [0.41144, 1.49242, -1.45415], [0.52256, 2.70189, -0.88082], [0.51326, 3.87761, -1.65649], [0.74431, 5.14530, -1.03282], [0.94059, 5.23748, 0.29902], [0.89133, 4.07151, 1.12733], [1.06257, 4.13081, 2.51707], [1.01682, 2.97932, 3.27947], [0.80628, 1.76889, 2.58698], [0.64611, 1.69358, 1.29149], [0.67673, 2.80841, 0.54487], [1.20768, 2.97132, 4.72421], [1.03726, 1.93334, 5.60024], [1.33535, 2.28068, 6.93931], [1.72956, 3.57445, 7.07008], [1.74279, 4.39077, 5.56691], [0.27273, 3.75586, -3.03059], [-0.43574, 2.85042, -8.47910], [-1.67580, 0.72457, -7.56233], [-1.43780, 0.53012, -4.95806], [0.19698, 0.39242, -3.15719], [0.76557, 6.02695, -1.66103], [1.13404, 6.19167, 0.77297], [1.22980, 5.09158, 2.98980], [0.78940, 0.83357, 3.12927], [0.70217, 0.94829, 5.30770], [1.25973, 1.59181, 7.76718], [2.01692, 4.10436, 7.96323], [0.20432, 4.64844, -3.64166], [1.41352, -2.24025, 4.65413], [0.22314, -1.80702, 4.01116], [-0.53943, -2.89268, 3.24010], [-0.92765, -4.02867, 4.22444], [0.17630, -4.71474, 4.77534], [0.29379, -3.54586, 2.12825], [1.70799, -2.48866, 1.24872], [-1.85603, -2.32345, 2.71173], [-1.88386, -0.49867, 1.94695], [2.05156, -2.46404, 3.96082], [0.45043, -0.99814, 3.31777], [-0.42873, -1.41362, 4.79674], [-1.52122, -4.77615, 3.69156], [-1.55223, -3.59806, 5.01985], [0.75087, -4.05035, 5.17849], [-0.33990, -3.91474, 1.33234], [0.83489, -4.40250, 2.53274], [-2.58354, -2.25646, 3.52557], [-2.26645, -2.97623, 1.94550], [2.99949, -1.80231, -1.96482], [3.61957, -0.90600, -1.17449], [5.00474, -1.00895, -0.92557], [5.64023, -0.00019, -0.25048], [4.90256, 1.10858, 0.16415], [3.54620, 1.10016, -0.06572], [2.88815, 0.11236, -0.68368], [3.42728, -2.67703, -2.20537], [2.00763, -1.73480, -2.08612], [5.54007, -1.87941, -1.28102], [6.70176, -0.06519, -0.05019], [5.37152, 1.94681, 0.65878], [2.94606, 1.93553, 0.26374], [-4.63506, 1.47161, 0.32091], [-4.32567, 0.73555, -0.89040], [-3.04356, 0.47908, -1.25417], [-2.88720, -0.25060, -2.40295], [-2.08243, 0.97271, -0.65178], [-5.55644, 2.03446, 0.17704], [-3.81849, 2.16032, 0.51969], [-4.73933, 0.81040, 1.18270], [-5.04982, 0.14485, -1.26144], [-3.63585, -0.85668, -2.69735], [-1.96904, -0.65223, -2.50835]],
  "lowdin_charge": [0.697, 0.143, -0.665, 0.164, 0.114, 0.606, -0.410, -0.242, -0.274, 0.593, -0.245, -0.392, -0.664, 0.153, 0.153, 0.112, 1.051, -0.409, -0.172, -0.115, -0.480, -0.176, -0.044, 0.071, -0.149, -0.117, -0.010, -0.011, -0.125, 0.039, -0.174, -0.061, 0.059, -0.169, -0.471, -0.099, -0.173, -0.409, 1.052, 0.047, 0.066, 0.107, 0.096, 0.104, 0.119, 0.119, 0.105, 0.087, 0.106, 0.107, 0.066, 0.116, -0.076, -0.284, -0.550, -0.212, -0.057, -0.473, 0.702, -0.484, 0.736, 0.053, 0.017, 0.136, 0.137, 0.127, 0.071, 0.025, 0.071, 0.065, 0.048, 0.156, -0.424, -0.020, -0.075, -0.078, -0.142, 0.064, 0.110, 0.027, 0.111, 0.108, 0.098, 0.091, -0.081, 0.029, -0.610, 0.196, -0.114, 0.081, 0.082, 0.062, 0.134, 0.095, 0.046]
}

***

# 4
{
  "formula": "C5H8N2",
  "method": "ωB97M-V/def2-TZVPD",
  "total_charge": 0,
  "smiles": "C1=NC[C@H]2C[C@@H]2N1",
  "orbital_gap_ha": 0.3586,
  "homo_ev": -8.755,
  "energy_ha": -304.68937,
  "symbols": ["C", "N", "C", "C", "C", "C", "N", "H", "H", "H", "H", "H", "H", "H", "H"],
  "xyz": [[-1.82410, -0.55308, -0.16516], [-1.63577, 0.71743, -0.00473], [-0.32480, 1.46104, 0.00215], [0.68850, 0.56390, -0.40784], [1.93862, -0.26921, -0.04705], [0.43548, -0.71101, 0.20732], [-0.69080, -1.41066, -0.25913], [-2.81072, -1.00314, 0.04925], [-0.59375, 2.37974, -0.64655], [-0.27496, 1.85948, 1.07924], [0.60035, 0.26006, -1.42333], [2.39374, -0.13292, 0.95863], [2.65383, -0.43673, -0.82912], [0.16963, -0.44262, 1.25799], [-0.72524, -2.28228, 0.22834]],
  "lowdin_charge": [-0.182, 0.023, -0.210, -0.317, 0.036, -0.329, 0.011, 0.122, 0.132, 0.140, 0.135, 0.097, 0.082, 0.150, 0.110]
}

***

# 5
{
  "formula": "C37H29ClHfNO4P2S2",
  "method": "ωB97M-V/def2-TZVPD",
  "total_charge": 3,
  "orbital_gap_ha": 0.2396,
  "homo_ev": -16.148,
  "energy_ha": -3769.69899,
  "symbols": ["Hf", "O", "C", "O", "C", "C", "C", "C", "C", "N", "C", "O", "O", "H", "H", "H", "H", "H", "Cl", "C", "C", "C", "C", "C", "C", "P", "C", "C", "C", "C", "C", "C", "C", "C", "C", "C", "C", "C", "H", "H", "H", "H", "H", "H", "H", "H", "H", "H", "H", "H", "H", "H", "S", "P", "S", "C", "C", "C", "C", "C", "C", "C", "C", "C", "C", "C", "C", "H", "H", "H", "H", "H", "H", "H", "H", "H", "H"],
  "xyz": [[-0.56198, 0.38142, 1.18847], [-1.38672, 4.67861, 1.35914], [-1.13496, 3.46578, 1.70809], [-0.24258, 2.75525, 1.24118], [-1.96897, 2.90483, 2.81067], [-2.77576, 3.63285, 3.66983], [-3.35061, 2.95720, 4.73842], [-3.09375, 1.60241, 4.91691], [-2.29388, 0.95590, 3.98732], [-1.75883, 1.60088, 2.95242], [-1.84150, -0.47734, 4.01518], [-2.21602, -1.31221, 4.92112], [-1.05602, -0.83547, 3.14377], [-0.80378, 5.02053, 0.66016], [-2.93424, 4.69154, 3.51515], [-3.97783, 3.48761, 5.44305], [-3.51484, 1.09031, 5.77225], [-2.84960, -1.00423, 5.58324], [1.21376, 0.82451, 3.24749], [2.83871, 1.21476, 2.70718], [3.73957, 1.72156, 3.61878], [5.03472, 1.97733, 3.18859], [5.39793, 1.72942, 1.87322], [4.46630, 1.24185, 0.96808], [3.16457, 0.96762, 1.38076], [1.93874, 0.25552, 0.23157], [2.19058, -1.53254, 0.37085], [3.42178, -2.14816, 0.15730], [3.54006, -3.51680, 0.33996], [2.43846, -4.27025, 0.73101], [1.20813, -3.66621, 0.94506], [1.09399, -2.30051, 0.76185], [2.46047, 0.86946, -1.37851], [2.44587, 2.25918, -1.53933], [2.80630, 2.81147, -2.75489], [3.16881, 1.98129, -3.81043], [3.18159, 0.60369, -3.64696], [2.82161, 0.03796, -2.43220], [3.44780, 1.91415, 4.64291], [5.75482, 2.37885, 3.88836], [6.41105, 1.91989, 1.54612], [4.75118, 1.08892, -0.06495], [4.28191, -1.56031, -0.13805], [4.49718, -3.99591, 0.18343], [2.53609, -5.33742, 0.87956], [0.35114, -4.25505, 1.24444], [0.12074, -1.81972, 0.94916], [2.17455, 2.89862, -0.70575], [2.81846, 3.88558, -2.88259], [3.45136, 2.41304, -4.76122], [3.48343, -0.03205, -4.46917], [2.84607, -1.03562, -2.29782], [-2.75279, -0.92046, 0.78205], [-2.39214, -0.38335, -1.17371], [-1.46679, 1.42799, -1.03794], [-3.86102, -0.40461, -2.20152], [-4.50453, 0.77234, -2.57483], [-5.63569, 0.69735, -3.37044], [-6.12146, -0.53636, -3.78157], [-5.47724, -1.70808, -3.40220], [-4.34381, -1.65022, -2.61176], [-1.22890, -1.59880, -1.84109], [-0.37165, -1.22083, -2.87414], [0.35897, -2.19488, -3.53692], [0.23238, -3.53070, -3.18082], [-0.61839, -3.90354, -2.14687], [-1.35300, -2.94195, -1.47591], [-4.12457, 1.73642, -2.25910], [-6.14114, 1.60494, -3.67105], [-7.00627, -0.58663, -4.40155], [-5.84969, -2.66949, -3.72853], [-3.83994, -2.56236, -2.32360], [-0.29699, -0.18184, -3.17281], [1.01222, -1.91014, -4.35163], [0.78942, -4.28578, -3.71975], [-0.72032, -4.94548, -1.87287], [-2.02255, -3.22354, -0.67155]],
  "lowdin_charge": [1.194, 0.248, -0.452, -0.117, -0.138, 0.092, 0.050, 0.078, -0.149, 0.050, -0.452, 0.260, -0.143, 0.184, 0.151, 0.146, 0.141, 0.159, 0.821, -0.570, -0.066, -0.019, -0.021, -0.052, -0.358, 0.995, -0.357, -0.058, -0.022, -0.023, -0.045, -0.138, -0.387, -0.102, -0.044, -0.032, -0.045, -0.086, 0.124, 0.131, 0.129, 0.121, 0.119, 0.127, 0.128, 0.127, 0.017, 0.107, 0.120, 0.125, 0.122, 0.102, 0.380, 0.249, 0.369, -0.377, -0.085, -0.044, -0.026, -0.036, -0.066, -0.424, -0.091, -0.054, -0.026, -0.048, -0.133, 0.089, 0.122, 0.125, 0.124, 0.104, 0.098, 0.118, 0.124, 0.124, 0.091]
}

***

# 6
{
  "formula": "C5H12Cl2NO",
  "method": "ωB97M-V/def2-TZVPD",
  "total_charge": 1,
  "orbital_gap_ha": [0.4225, 0.1777],
  "homo_ev": [-14.285, -9.965],
  "energy_ha": -1247.69182,
  "symbols": ["C", "C", "C", "C", "C", "N", "O", "Cl", "Cl", "H", "H", "H", "H", "H", "H", "H", "H", "H", "H", "H", "H"],
  "xyz": [[-0.66218, 1.43629, -0.28593], [-1.66689, -0.68535, -0.80724], [-0.24636, -0.47280, 1.12547], [0.67518, -0.35287, -1.10693], [4.39778, -0.11279, 0.35836], [-0.46255, -0.02404, -0.27267], [4.05374, -0.18395, 1.64004], [4.17993, -1.47614, -0.58621], [5.09439, 1.29905, -0.28286], [-1.52120, 1.71093, 0.32430], [0.22430, 1.93408, 0.10210], [-0.82498, 1.77296, -1.30841], [-1.52510, -1.76367, -0.81685], [-2.53440, -0.44846, -0.19456], [-1.84587, -0.35265, -1.82699], [-1.10748, -0.22570, 1.74619], [-0.09265, -1.55022, 1.14287], [0.63953, 0.01037, 1.53320], [1.55626, 0.23032, -0.91732], [0.80469, -1.39809, -1.31254], [4.48587, 0.48464, 2.19701]],
  "lowdin_charge": [0.002, 0.001, 0.018, 0.146, -1.354, -0.452, -0.085, 0.690, 0.665, 0.120, 0.117, 0.122, 0.118, 0.120, 0.121, 0.121, 0.120, 0.115, 0.082, 0.098, 0.113]
}

***

Ordered relative energy (zero: lowest compared OMol25 entry of this formula, charge and spin) results: 0.00 200.53 119.57 383.64 68.29 215.98; unit kJ/mol.